(1)
Density functional theory data (the ωB97M-V functional and the def2-TZVPD basis) for a molecular structure, C39H40ClCrN4OP2.

Cartesian coordinates (Å):
Cr (-0.12, -0.13, -0.28)
Cl (5.59, -2.63, 3.45)
C (4.44, -1.92, 2.37)
C (4.75, -1.82, 1.00)
C (3.87, -1.26, 0.11)
C (2.61, -0.80, 0.55)
O (1.78, -0.27, -0.33)
C (2.31, -0.90, 1.92)
C (1.13, -0.28, 2.44)
N (0.10, 0.06, 1.75)
C (-0.85, 0.97, 2.31)
C (-1.36, 0.93, 3.57)
C (-2.21, 1.97, 4.02)
C (-2.52, 3.02, 3.20)
C (-2.00, 3.06, 1.88)
C (-2.27, 4.12, 0.98)
C (-1.74, 4.08, -0.28)
C (-0.97, 2.97, -0.66)
N (-0.69, 1.96, 0.14)
C (-1.19, 2.02, 1.43)
C (3.25, -1.44, 2.82)
H (5.72, -2.18, 0.66)
H (4.12, -1.16, -0.93)
H (1.14, -0.03, 3.50)
H (-1.11, 0.12, 4.24)
H (-2.61, 1.92, 5.02)
H (-3.15, 3.82, 3.55)
H (-2.89, 4.95, 1.30)
H (-1.92, 4.87, -0.99)
H (-0.58, 2.92, -1.67)
H (3.02, -1.48, 3.88)
N (-1.87, 0.51, -2.78)
P (-0.19, 0.17, -2.75)
C (0.69, 1.70, -3.16)
C (1.76, 2.13, -2.38)
C (2.42, 3.31, -2.71)
C (2.00, 4.05, -3.81)
C (0.94, 3.62, -4.59)
C (0.29, 2.43, -4.28)
C (0.07, -0.80, -4.25)
C (-0.97, -1.44, -4.93)
C (-0.71, -2.15, -6.09)
C (0.59, -2.24, -6.58)
C (1.63, -1.59, -5.91)
C (1.37, -0.87, -4.76)
C (-2.73, 0.19, -1.74)
C (-4.11, 0.29, -1.91)
C (-4.94, -0.03, -0.87)
C (-4.39, -0.46, 0.35)
C (-3.03, -0.52, 0.44)
N (-2.19, -0.21, -0.58)
H (-2.31, 0.80, -3.64)
H (2.08, 1.55, -1.52)
H (3.25, 3.65, -2.11)
H (2.52, 4.97, -4.06)
H (0.63, 4.19, -5.46)
H (-0.51, 2.08, -4.92)
H (-1.98, -1.39, -4.56)
H (-1.52, -2.64, -6.61)
H (0.79, -2.80, -7.48)
H (2.63, -1.65, -6.30)
H (2.18, -0.35, -4.27)
H (-4.51, 0.62, -2.87)
H (-6.01, 0.04, -0.99)
H (-5.01, -0.72, 1.19)
H (-2.55, -0.83, 1.36)
C (-0.21, -4.71, 1.88)
C (-0.33, -3.20, 1.65)
P (-0.22, -2.66, -0.10)
C (1.22, -3.58, -0.75)
C (1.79, -3.11, -2.08)
C (-1.70, -3.48, -0.79)
C (-1.89, -3.35, -2.29)
H (-0.29, -4.91, 2.95)
H (0.75, -5.10, 1.55)
H (-1.00, -5.27, 1.39)
H (0.44, -2.68, 2.22)
H (-1.29, -2.83, 2.02)
H (0.90, -4.63, -0.81)
H (1.98, -3.53, 0.03)
H (1.07, -3.20, -2.89)
H (2.66, -3.71, -2.34)
H (2.11, -2.07, -2.02)
H (-2.56, -3.07, -0.25)
H (-1.62, -4.53, -0.51)
H (-1.84, -2.31, -2.60)
H (-2.87, -3.73, -2.59)
H (-1.14, -3.90, -2.85)

Values from the calculation:
Expectation value of S² ... 3.80
Gap between HOMO and LUMO (alpha / beta) ... 7.324 / 7.259 eV
ΔE to the lowest compared entry with this formula, charge and spin ... 0.0 kJ/mol
Spin multiplicity ... 4
Total charge ... +2



(2)
Density functional theory data (the ωB97M-V functional and the def2-TZVPD basis) for a molecular structure, C14H30Cl2IrN5O2Se3Te.

Cartesian coordinates (Å):
Ir (-0.43, 0.85, -0.86)
N (1.41, -1.02, -5.39)
C (1.26, -0.68, -3.92)
C (2.49, 0.10, -3.46)
C (2.57, 0.26, -1.94)
N (1.61, 1.26, -1.37)
C (2.44, -1.08, -1.24)
C (1.17, -1.83, -1.62)
N (-0.01, -1.23, -0.95)
C (1.03, -1.97, -3.14)
H (1.50, -0.18, -5.97)
H (0.59, -1.54, -5.74)
H (2.23, -1.60, -5.56)
H (0.38, -0.04, -3.88)
H (2.53, 1.07, -3.96)
H (3.39, -0.45, -3.75)
H (3.57, 0.66, -1.74)
H (1.67, 2.12, -1.91)
H (2.01, 1.52, -0.47)
H (2.49, -0.95, -0.15)
H (3.31, -1.69, -1.50)
H (1.25, -2.86, -1.25)
H (0.09, -1.48, 0.03)
H (-0.91, -1.68, -1.19)
H (0.06, -2.41, -3.40)
H (1.79, -2.70, -3.44)
Se (-0.58, 3.22, -0.31)
Se (-2.32, 4.37, -1.25)
Te (-1.52, 1.34, -3.11)
Se (-3.47, 2.74, -2.41)
C (-1.59, -0.07, 4.14)
C (-1.39, -0.09, 2.60)
N (-0.09, 0.50, 2.23)
C (0.01, 1.84, 2.84)
C (0.05, 1.75, 4.38)
N (-0.28, 0.33, 4.75)
C (0.81, -0.59, 4.29)
C (0.99, -0.34, 2.77)
H (-1.86, -1.04, 4.54)
H (-2.33, 0.66, 4.45)
H (-2.18, 0.48, 2.12)
H (-1.43, -1.11, 2.22)
H (-0.85, 2.42, 2.51)
H (0.91, 2.34, 2.48)
H (-0.68, 2.39, 4.86)
H (1.03, 1.97, 4.80)
H (-0.35, 0.26, 5.77)
H (0.50, -1.60, 4.52)
H (1.71, -0.36, 4.86)
H (0.99, -1.31, 2.25)
H (1.95, 0.14, 2.57)
Cl (-5.41, -0.14, -1.47)
C (-4.50, -0.42, 0.03)
Cl (-4.81, 0.84, 1.23)
C (-3.03, -0.53, -0.36)
O (-2.62, -1.61, -0.75)
O (-2.34, 0.56, -0.24)
H (-4.84, -1.37, 0.43)

Values from the calculation:
Expectation value of S² ... 0.76
Gap between HOMO and LUMO (alpha / beta) ... 6.605 / 5.677 eV
ΔE to the lowest compared entry with this formula, charge and spin ... 120.3 kJ/mol
Spin multiplicity ... 2
Total charge ... +3



Question: The highest total charge belongs to which entry?
Answer: C14H30Cl2IrN5O2Se3Te